#P
{"formula": "ClHO3S", "method": "ωB97M-V/def2-TZVPD", "elements": ["O", "O", "O", "S", "Cl", "H"], "positions_angstrom": [[-0.013, 2.097, 0.765], [0.232, 0.150, -1.540], [-0.392, -1.004, 0.650], [0.456, 0.213, -0.151], [-2.098, -0.924, 0.145], [1.814, -0.532, 0.131]], "mulliken_charge": [-0.440, -0.384, -0.230, 0.687, 0.110, 0.257], "multiplicity": 1, "homo_ev": -10.807}

#Q
{"formula": "ClHO3S", "method": "ωB97M-V/def2-TZVPD", "elements": ["O", "O", "O", "S", "Cl", "H"], "positions_angstrom": [[2.055, 0.994, -0.958], [3.155, -1.124, -0.399], [2.554, 0.529, 1.312], [2.579, 0.086, -0.021], [0.315, -0.915, 0.040], [-0.264, 0.253, 0.044]], "mulliken_charge": [-0.449, -0.434, -0.404, 1.164, -0.204, 0.327], "multiplicity": 1, "homo_ev": -11.831}

Of them, #P has the lowest stability.

#P
{"formula": "C2H7N2O", "method": "ωB97M-V/def2-TZVPD", "elements": ["C", "N", "H", "H", "H", "H", "C", "N", "O", "H", "H", "H"], "positions_angstrom": [[1.158, 2.186, 0.725], [0.119, 1.550, 1.246], [1.129, 3.247, 0.894], [1.921, 1.507, 0.196], [-0.018, 0.472, 0.783], [-0.595, 1.827, 1.894], [-0.811, -1.210, -0.783], [-0.400, -2.471, -1.130], [-0.106, -0.456, -0.168], [-1.885, -0.947, -1.017], [-1.144, -2.974, -1.567], [0.632, -2.731, -1.073]], "mulliken_charge": [-0.638, -0.387, 0.281, 0.195, 0.402, 0.118, 0.122, -0.368, -0.535, 0.300, 0.243, 0.268], "multiplicity": 2, "homo_ev": [-4.361, -9.229]}

#Q
{"formula": "C2H7N2O", "method": "ωB97M-V/def2-TZVPD", "elements": ["C", "N", "H", "H", "H", "H", "C", "N", "O", "H", "H", "H"], "positions_angstrom": [[-1.292, -0.574, -1.769], [-1.764, 0.261, -0.893], [-1.834, -1.413, -2.131], [-0.270, -0.395, -2.090], [-0.990, 0.543, -0.186], [-2.721, 0.196, -0.639], [1.327, 0.717, 0.888], [1.618, -0.230, 1.761], [0.406, 0.534, 0.014], [2.033, 1.600, 0.831], [2.430, -0.094, 2.385], [1.057, -1.145, 1.831]], "mulliken_charge": [-0.714, -0.364, 0.296, 0.288, 0.344, 0.168, 0.117, -0.337, -0.586, 0.282, 0.232, 0.276], "multiplicity": 2, "homo_ev": [-4.588, -9.331]}

Of them, #P has the lowest stability.

#P
{"formula": "C9H12NO", "method": "ωB97M-V/def2-TZVPD", "elements": ["C", "C", "C", "C", "C", "C", "C", "C", "C", "N", "O", "H", "H", "H", "H", "H", "H", "H", "H", "H", "H", "H", "H"], "positions_angstrom": [[1.946, -1.091, -0.317], [1.107, -2.340, -0.222], [0.180, 0.112, 0.080], [-0.556, 1.371, 0.453], [-2.030, -0.706, 0.388], [-0.304, -2.575, -0.029], [-2.000, 0.916, 0.213], [-0.645, -1.159, 0.007], [2.350, 1.402, -0.162], [1.562, 0.275, -0.154], [-2.326, 1.136, -1.072], [3.050, -1.289, -0.600], [1.807, -3.213, -0.232], [-0.163, 1.809, 1.386], [-0.335, 2.101, -0.300], [-2.395, -1.038, 1.408], [-2.788, -1.048, -0.324], [-0.948, -3.394, -0.092], [-2.710, 1.325, 0.991], [3.358, 1.297, -0.649], [2.671, 1.742, 0.837], [1.742, 2.255, -0.594], [-2.574, 2.111, -1.017]], "mulliken_charge": [-0.174, -0.429, 0.435, -0.719, -1.004, -0.726, -0.227, 0.441, -0.750, 0.188, -0.545, 0.304, 0.315, 0.439, 0.410, 0.330, 0.412, 0.507, 0.403, 0.311, 0.356, 0.326, 0.396], "multiplicity": 1, "total_charge": 1, "smiles": "C[n+]1cccc2c1C[C@@H](O)C2", "homo_ev": -13.106}

#Q
{"formula": "C9H12NO", "method": "ωB97M-V/def2-TZVPD", "elements": ["C", "C", "C", "C", "C", "C", "C", "C", "C", "N", "O", "H", "H", "H", "H", "H", "H", "H", "H", "H", "H", "H", "H"], "positions_angstrom": [[2.868, 0.490, 0.069], [-0.815, -0.663, 0.291], [3.690, 1.167, 0.831], [2.600, 0.085, -1.307], [1.583, -1.811, 0.675], [-1.197, 0.408, -0.498], [1.871, -0.566, -0.091], [0.516, -0.878, 0.385], [-3.615, -0.066, -0.366], [-2.451, 0.660, -0.805], [-1.752, -1.689, 0.568], [3.344, 1.282, 1.866], [4.523, 1.810, 0.528], [1.991, 0.680, -1.901], [3.173, -0.661, -1.712], [1.478, -2.715, 0.173], [1.902, -1.769, 1.758], [-0.504, 0.984, -0.906], [-3.301, -0.812, 0.340], [-4.142, 0.610, 0.282], [-4.318, -0.512, -1.121], [-2.628, 1.525, -1.368], [-1.134, -2.465, 0.644]], "mulliken_charge": [0.193, 0.452, -0.786, -0.585, -0.406, -0.104, 0.121, -0.244, -0.832, -0.154, -0.583, 0.237, 0.288, 0.273, 0.263, 0.370, 0.235, 0.596, 0.346, 0.388, 0.317, 0.303, 0.315], "multiplicity": 1, "total_charge": 1, "smiles": "C=C1C[C@@]12C/C2=C(O)/C=[NH+]\\C", "homo_ev": -13.153}

Of them, #Q has the lowest stability.